DFT (ωB97M-V/def2-TZVPD) results for an isolated ion of composition C19H42N and charge +1.

```
62
Properties=species:S:1:pos:R:3:forces:R:3
N 0.482 4.573 -4.498 0.0 0.1 0.0
C -2.251 -4.565 4.043 0.5 -0.1 -0.1
C -0.595 3.578 -4.352 -0.6 -0.7 0.1
C -2.230 -6.799 5.281 0.2 0.1 0.1
C 2.805 1.390 -0.183 0.0 0.0 -0.4
C -1.429 -5.779 4.471 -0.4 -0.1 0.0
C -1.004 -1.879 0.581 -0.1 0.3 0.0
C 2.864 3.527 -1.618 0.1 -0.2 -0.2
C -0.124 5.906 -4.682 -0.4 0.8 -0.1
C -1.465 -1.369 1.945 -0.2 -0.3 -0.1
C 2.101 3.337 -2.935 -0.1 0.2 0.1
C -2.270 -2.405 2.730 0.4 0.1 0.0
C 1.336 4.615 -3.270 0.6 -0.3 0.7
C 0.892 -0.209 0.231 -0.3 0.2 -0.4
C 1.290 4.249 -5.688 0.5 -0.3 -0.7
C -1.446 -3.618 3.157 -0.5 0.1 0.1
C 3.593 2.253 -1.171 -0.1 0.1 0.3
C -2.645 -6.284 6.654 0.0 -0.1 -0.2
C 1.510 0.800 -0.737 0.2 -0.1 0.5
C -0.419 -0.781 -0.306 0.2 -0.2 0.2
H 2.578 1.982 0.707 0.0 0.0 0.1
H -0.601 -1.071 2.541 0.0 0.1 0.1
H -1.104 -4.162 2.274 0.1 0.0 0.0
H 2.826 3.102 -3.714 0.0 -0.1 -0.1
H -1.152 0.025 -0.411 0.0 0.0 -0.1
H -1.183 3.789 -3.460 0.1 0.1 0.0
H -3.136 -4.904 3.498 -0.1 0.0 0.0
H -0.255 -2.661 0.714 0.0 -0.1 -0.1
H 0.678 4.325 -6.585 -0.1 0.0 0.1
H -0.723 6.172 -3.814 0.1 -0.1 0.0
H 3.451 0.568 0.131 0.0 0.0 0.1
H 0.781 1.596 -0.913 -0.1 0.1 -0.1
H -0.572 -5.445 5.061 0.1 0.0 0.0
H -1.040 -6.272 3.575 0.1 0.0 0.0
H 2.125 4.941 -5.775 -0.1 0.1 0.1
H 3.856 1.655 -2.047 0.1 0.0 -0.1
H 0.685 4.865 -2.429 -0.1 0.1 -0.2
H -0.562 -3.278 3.703 0.1 0.0 0.0
H -0.239 -1.196 -1.302 0.0 0.1 -0.1
H -2.592 -4.021 4.926 -0.1 0.0 0.0
H 4.525 2.539 -0.685 0.1 0.0 -0.1
H 1.677 3.235 -5.620 -0.1 0.0 0.1
H 2.173 3.837 -0.832 -0.1 0.1 0.1
H 3.589 4.332 -1.752 0.0 0.1 0.0
H -3.138 -7.072 7.218 -0.1 0.0 0.1
H 2.052 5.431 -3.394 -0.2 0.0 -0.1
H -0.766 5.909 -5.562 0.1 -0.1 0.0
H -3.336 -5.449 6.568 -0.1 0.1 0.1
H -2.675 -1.925 3.624 -0.1 0.0 0.0
H -2.090 -0.484 1.796 0.0 0.1 0.0
H 0.651 6.659 -4.815 0.1 -0.1 0.0
H 0.714 0.282 1.188 0.1 0.0 0.1
H 1.424 2.493 -2.824 0.0 -0.1 -0.1
H -1.253 3.610 -5.219 0.1 0.1 0.0
H 1.597 -1.024 0.399 0.1 0.0 0.1
H -1.859 -2.322 0.066 0.0 -0.1 0.0
H -1.774 -5.955 7.216 0.1 0.1 0.1
H -1.619 -7.695 5.412 -0.1 -0.1 0.0
H -3.120 -7.087 4.717 0.0 -0.1 -0.1
H -3.117 -2.739 2.125 -0.1 0.0 0.0
H 1.715 0.301 -1.688 0.0 0.0 -0.1
H -0.182 2.575 -4.271 0.1 0.1 0.0
```
Forces are in eV/Å.

Properties
SMILES = CCCCCCCCCCCCCCCC[N+](C)(C)C
ΔE to the lowest compared entry with this formula, charge and spin = 0.094 eV
Net charge = +1
LUMO = -2.61 eV
M = 284.552 g mol⁻¹
Gap between HOMO and LUMO = 9.3 eV

DFT (ωB97M-V/def2-TZVPD) results for C19H42NOP3RuS as an isolated structure in a non-equilibrium geometry.

```
68
Properties=species:S:1:pos:R:3:forces:R:3
Ru 0.099 0.405 -1.969 -0.4 -3.3 4.0
S 0.044 -1.189 -4.145 1.0 2.5 1.9
P 1.489 0.861 -0.117 1.2 0.8 0.4
P 0.919 1.748 -3.399 1.8 3.6 -2.3
P -1.572 1.353 -0.692 -1.5 1.0 -0.3
O -1.985 -1.226 2.354 0.3 -1.3 -0.2
N -1.255 -3.046 3.490 -1.2 0.4 -1.7
C 1.649 2.597 0.491 0.0 0.1 -0.1
C -1.333 -0.913 4.659 0.5 0.3 -0.1
C -0.360 -2.311 -0.178 -2.6 0.5 0.2
C 1.449 0.032 1.554 -0.5 0.0 -0.5
C -3.167 0.507 -1.051 0.1 0.5 0.1
C -1.735 1.626 1.115 0.5 -0.5 0.2
C -0.536 -2.436 -4.938 -1.7 -3.6 -1.8
C 0.846 -2.509 -0.617 2.3 0.4 -0.7
C 0.105 -4.540 -6.031 0.8 -0.6 0.4
C -0.961 -4.438 -6.957 0.1 0.7 0.3
C -1.809 3.096 -1.239 0.1 -0.2 -0.1
C 2.361 0.848 -4.169 -0.3 -0.5 0.1
C -1.745 -2.448 -5.715 -0.8 -0.3 -1.7
C -0.488 2.004 -4.589 0.0 -0.7 0.2
C -1.514 -1.718 3.403 -0.6 1.2 2.2
C 3.206 0.414 -0.536 0.0 0.1 -0.2
C 0.304 -3.617 -5.016 -0.1 -0.4 -1.0
C -1.903 -3.400 -6.753 -0.9 0.7 0.7
C 1.571 3.407 -3.004 0.4 0.0 -0.5
H -0.584 3.068 -4.839 0.1 -0.3 0.0
H 1.033 -2.774 -1.652 0.0 -0.5 0.1
H -1.516 -3.625 2.687 0.3 -0.3 0.1
H -3.227 -0.385 -0.397 -0.1 0.4 -0.4
H -1.123 -0.397 -1.439 -1.0 -0.7 0.1
H 1.851 3.927 -3.950 -0.1 -0.3 0.6
H -2.151 -1.052 5.399 0.3 -0.1 -0.6
H 0.915 2.778 1.295 0.4 0.1 -0.5
H -1.922 0.674 1.653 0.2 0.9 -0.4
H -2.812 -3.406 -7.406 0.9 0.3 0.8
H 2.470 3.275 -2.379 -0.3 0.2 -0.3
H -0.926 3.685 -0.942 -0.4 -0.1 -0.1
H 1.283 -1.047 1.451 0.1 0.4 0.3
H -1.053 -3.479 4.372 0.5 -0.5 0.8
H 3.258 -0.613 -0.916 0.1 0.3 0.0
H -0.840 2.128 1.512 -0.6 -0.2 0.0
H -1.278 0.153 4.389 -0.1 -0.5 0.2
H -1.245 -2.517 -0.800 0.5 -0.1 0.2
H 3.592 1.125 -1.275 0.1 -0.3 0.1
H 3.798 0.483 0.389 0.0 0.0 -0.4
H 2.688 0.012 -3.512 -0.2 0.6 -0.3
H 2.033 0.396 -5.112 0.3 0.3 0.1
H -1.434 1.660 -4.108 0.5 0.3 -0.3
H -3.989 1.210 -0.817 0.2 -0.5 -0.2
H -0.387 -1.222 5.125 -0.2 0.2 0.2
H -2.702 3.480 -0.707 0.4 -0.1 -0.4
H 1.748 -2.309 -0.028 -0.4 -0.2 -0.2
H 0.794 -5.404 -6.138 -0.5 0.7 0.3
H 2.650 2.686 0.957 -0.4 0.0 -0.3
H 2.446 0.221 2.005 -0.7 -0.1 -0.3
H -1.059 -5.131 -7.810 0.0 0.3 0.6
H -0.625 -1.887 0.793 0.4 -0.3 -0.2
H 0.851 4.026 -2.461 0.0 -0.2 -0.2
H 0.673 0.503 2.166 0.1 -0.2 0.0
H 1.116 -3.706 -4.311 0.2 -0.2 -0.1
H 1.546 3.359 -0.309 0.1 -0.5 0.6
H 3.221 1.501 -4.329 -0.2 0.1 -0.1
H -2.514 -1.662 -5.569 0.7 -0.6 -0.2
H -2.603 2.305 1.242 0.4 -0.4 -0.1
H -3.177 0.210 -2.116 -0.3 0.1 0.5
H -1.957 3.160 -2.328 0.0 0.1 0.4
H -0.341 1.379 -5.485 0.0 0.5 0.2
```
Forces are in eV/Å.

Properties
2S+1 = 5
⟨S²⟩ = 6.08
ΔE to the lowest compared entry with this formula, charge and spin = 2.395 eV
Net charge = +4
LUMO (spin up / spin down) = -11.89 / -16.55 eV
M = 526.610 g mol⁻¹
Gap between HOMO and LUMO (spin up / spin down) = 7.7 / 3.6 eV

DFT (ωB97M-V/def2-TZVPD) results for C19H42P2SiTi as an isolated structure in a non-equilibrium geometry.

```
65
Properties=species:S:1:pos:R:3:forces:R:3
Ti -0.992 -1.629 1.448 1.4 1.5 2.8
P -0.653 -2.230 -0.622 1.5 0.8 -0.6
P 0.563 1.056 -2.803 2.0 3.7 -4.0
Si -1.423 -0.263 4.198 0.7 2.0 -1.4
C -0.715 0.129 2.527 -0.3 -0.1 0.5
C 2.316 0.866 -1.835 -0.6 -0.3 -0.1
C 1.232 3.261 -1.428 -1.1 1.6 -0.3
C 1.003 -2.385 1.679 -0.7 -0.3 0.2
C 3.132 1.756 -0.939 -0.4 1.1 -0.3
C 0.644 -3.381 -1.102 -0.6 -1.0 -0.7
C 1.767 1.832 -4.066 0.1 0.0 -1.0
C -3.182 0.364 4.160 -0.4 -0.1 0.4
C -0.675 1.740 -0.675 -0.1 1.0 0.7
C 0.022 2.534 -1.772 -0.2 -0.4 -0.3
C 1.423 0.213 -0.978 -2.4 -3.8 3.8
C -0.759 1.701 -4.153 -0.6 -1.2 -0.2
C -2.239 -3.097 -0.180 0.2 -0.7 -0.8
C 0.281 0.673 -0.125 1.1 0.6 -0.1
C -1.302 -2.087 4.448 -0.2 -1.1 0.5
C 0.082 -0.700 -3.044 0.0 -1.4 -0.9
C -1.007 -1.351 -2.151 -0.2 -0.1 -0.4
C 2.145 2.858 -0.398 1.8 -0.8 1.5
C -0.361 0.788 5.334 -0.2 0.0 0.8
H -3.114 -2.444 -0.051 0.3 -0.1 -0.3
H 2.805 1.893 -3.734 -0.3 -0.2 0.0
H 4.006 2.213 -1.387 0.3 0.2 -0.3
H 0.705 -3.339 2.165 0.5 -0.1 0.1
H -1.180 1.022 2.085 0.3 0.0 0.1
H 0.385 0.269 2.662 -0.8 -0.1 -0.3
H 0.893 -4.099 -0.300 -0.2 0.4 -0.5
H 0.602 1.045 0.877 -0.5 -1.0 -0.4
H -0.918 2.428 0.141 -0.3 -0.1 0.1
H -1.418 -2.219 -2.703 -0.2 0.7 -0.4
H -0.843 0.973 6.303 0.2 0.0 0.0
H 3.429 1.105 -0.119 0.5 0.1 0.4
H 1.758 -0.781 -0.610 -0.1 0.1 0.4
H -2.279 -2.410 4.846 0.4 -0.3 -0.1
H -3.847 -0.354 3.651 0.1 0.3 0.2
H -0.727 0.948 -4.963 -0.3 0.5 0.1
H 1.708 -2.585 0.868 -0.1 0.1 0.3
H -1.640 1.325 -1.034 0.6 0.1 0.0
H 1.483 -1.735 2.412 0.0 -0.1 0.2
H -0.385 2.655 -4.554 -0.4 -0.4 0.2
H -1.798 1.844 -3.805 0.2 -0.2 -0.2
H -2.158 -3.741 0.714 0.1 0.0 -0.4
H -0.393 -0.846 -4.025 0.5 0.4 -0.3
H 0.204 -3.907 -1.969 0.8 -0.1 0.0
H 2.873 0.225 -2.535 -0.1 -0.1 0.5
H 2.690 3.704 0.007 0.4 0.3 -0.2
H -3.210 1.322 3.613 0.0 -0.4 0.3
H -1.035 -2.748 3.576 -0.2 0.5 0.8
H -0.408 -0.300 0.134 0.5 1.0 0.0
H -0.186 1.767 4.859 -0.1 -0.4 0.1
H 1.443 2.865 -4.213 0.0 -0.2 -0.3
H 1.041 -1.261 -3.085 -0.6 0.1 0.3
H -2.326 -3.713 -1.076 -0.8 -0.4 0.3
H 1.483 4.178 -1.975 -0.2 -0.5 0.0
H 0.617 0.328 5.522 -0.1 0.1 0.0
H 1.694 2.436 0.503 -0.3 0.1 -0.3
H -0.544 -2.247 5.233 -0.2 -0.3 -0.4
H -3.546 0.531 5.186 -0.2 0.0 -0.3
H -1.810 -0.626 -1.931 0.2 -0.4 -0.2
H -0.652 3.125 -2.434 0.5 -0.5 0.8
H 1.540 -2.780 -1.363 -0.7 -0.4 0.0
H 1.757 1.288 -5.015 -0.2 0.2 -0.2
```
Forces are in eV/Å.

Properties
2S+1 = 3
⟨S²⟩ = 2.02
ΔE to the lowest compared entry with this formula, charge and spin = 9.865 eV
LUMO (spin up / spin down) = -0.52 / -0.51 eV
M = 408.446 g mol⁻¹
Gap between HOMO and LUMO (spin up / spin down) = 4.0 / 3.8 eV